Model w:
Computed, not measured: one molecule with the formula C13H21NO2, with ωB97M-V/def2-TZVPD.

## Properties
* spin multiplicity: 1
* SMILES: OCCCCCCCCOc1cccnc1
* LUMO energy: 0.915 eV
* HOMO energy: -8.936 eV

```
37
Properties=species:S:1:pos:R:3:lowdin_charge:R:1
O -0.977 2.281 0.210 -0.090
C -0.017 2.952 -0.604 -0.255
C 1.341 2.944 0.129 -0.186
C 2.098 1.618 0.009 -0.217
C 1.433 0.436 0.720 -0.203
C 2.256 -0.830 0.999 -0.187
C 2.577 -1.726 -0.190 -0.212
C 1.441 -2.733 -0.525 -0.172
C 0.106 -2.092 -0.791 -0.242
O -0.606 -1.835 0.408 -0.058
C -1.801 -1.178 0.204 -0.254
C -2.698 -0.969 1.232 0.007
C -3.926 -0.285 1.127 -0.028
C -4.118 0.210 -0.158 -0.192
N -3.244 0.139 -1.128 0.059
C -2.150 -0.584 -1.011 -0.100
H -1.829 2.260 -0.252 0.075
H 0.070 2.420 -1.564 0.118
H -0.316 3.988 -0.779 0.107
H 1.186 3.169 1.190 0.114
H 1.983 3.778 -0.297 0.125
H 3.110 1.805 0.398 0.111
H 2.249 1.292 -1.024 0.105
H 0.457 0.195 0.198 0.099
H 1.100 0.824 1.666 0.107
H 3.222 -0.558 1.413 0.106
H 1.703 -1.544 1.632 0.114
H 3.475 -2.323 -0.018 0.105
H 2.790 -1.191 -1.113 0.104
H 1.747 -3.352 -1.426 0.128
H 1.341 -3.505 0.290 0.129
H -0.548 -2.694 -1.476 0.144
H 0.281 -1.123 -1.263 0.104
H -2.406 -1.383 2.202 0.122
H -4.720 -0.128 1.859 0.109
H -5.111 0.510 -0.399 0.093
H -1.501 -0.787 -1.868 0.111
```

---

Model x:
Computed, not measured: one molecule with the formula C13H21NO2, with ωB97M-V/def2-TZVPD.

## Properties
* spin multiplicity: 1
* SMILES: CCCCO/C=C/C#CCN1CCOCC1
* LUMO energy: 0.842 eV
* HOMO energy: -7.779 eV

```
37
Properties=species:S:1:pos:R:3:lowdin_charge:R:1
C 0.143 -3.152 -4.950 -0.119
C 0.234 -1.662 -5.262 -0.272
C -0.824 -0.848 -4.511 -0.181
C -0.493 -0.807 -2.985 -0.188
O -1.295 0.188 -2.297 -0.092
C -0.708 0.682 -1.145 -0.118
C -1.257 1.772 -0.493 -0.076
C -0.524 2.193 0.659 -0.068
C 0.171 2.430 1.617 -0.021
C 1.091 2.679 2.723 -0.179
N 1.081 1.559 3.727 -0.175
C -0.085 1.492 4.598 -0.172
C -1.021 0.326 4.299 -0.215
O -0.367 -0.923 4.114 -0.141
C 0.595 -0.812 3.025 -0.164
C 1.649 0.269 3.357 -0.162
H 0.820 -3.691 -5.581 0.058
H -0.884 -3.541 -5.110 0.088
H 0.411 -3.380 -3.923 0.061
H 1.239 -1.257 -5.101 0.110
H -0.052 -1.582 -6.321 0.107
H -1.828 -1.274 -4.698 0.120
H -0.820 0.159 -4.918 0.108
H -0.614 -1.790 -2.505 0.121
H 0.576 -0.591 -2.861 0.118
H 0.204 0.254 -0.719 0.126
H -2.215 2.225 -0.770 0.110
H 0.760 3.602 3.259 0.123
H 2.121 2.873 2.334 0.127
H -0.661 2.430 4.587 0.126
H 0.304 1.368 5.635 0.124
H -1.777 0.260 5.089 0.121
H -1.625 0.576 3.400 0.121
H 0.053 -0.502 2.120 0.104
H 1.073 -1.799 2.858 0.126
H 2.323 0.364 2.502 0.121
H 2.200 -0.090 4.246 0.122
```

---

Stability ranking, top and bottom: model w is the most stable and model x is the least stable.